{"formula": "C31H32N7O5PdS2Te", "method": "ωB97M-V/def2-TZVPD", "gap_ha": [0.280, 0.280], "relative_energy_kj_mol": 1.4, "e_tot_ev": -85772.577, "homo_ev": [-10.622, -10.622], "total_charge": 1, "symbols": ["Pd", "C", "C", "C", "C", "C", "C", "C", "S", "O", "O", "N", "C", "C", "C", "C", "C", "N", "H", "H", "H", "H", "H", "H", "H", "H", "H", "H", "H", "N", "C", "C", "C", "C", "C", "C", "S", "O", "O", "N", "C", "N", "C", "C", "C", "N", "H", "H", "H", "H", "H", "H", "H", "H", "H", "C", "N", "C", "C", "O", "H", "H", "H", "H", "H", "H", "H", "Te", "C", "C", "C", "C", "C", "C", "H", "H", "H", "H", "H"], "xyz": [[0.319, -0.334, -0.110], [-0.112, 5.605, 5.318], [-0.248, 4.245, 4.695], [-0.113, 3.092, 5.459], [-0.272, 1.834, 4.893], [-0.558, 1.732, 3.543], [-0.714, 2.871, 2.759], [-0.555, 4.114, 3.339], [-0.758, 0.158, 2.781], [-1.870, 0.250, 1.873], [-0.769, -0.854, 3.800], [0.561, 0.017, 1.813], [1.834, -0.342, 2.283], [2.190, -0.441, 3.633], [3.504, -0.726, 3.943], [4.435, -0.910, 2.927], [3.984, -0.808, 1.628], [2.718, -0.535, 1.301], [0.400, 5.553, 6.277], [-1.096, 6.045, 5.489], [0.441, 6.285, 4.669], [0.109, 3.174, 6.516], [-0.200, 0.943, 5.501], [-0.976, 2.772, 1.712], [-0.692, 5.008, 2.739], [1.459, -0.333, 4.414], [3.797, -0.812, 4.981], [5.470, -1.133, 3.139], [4.662, -0.957, 0.794], [-2.887, -0.952, -7.862], [-2.232, -1.189, -6.691], [-1.873, -2.498, -6.328], [-1.243, -2.740, -5.131], [-0.956, -1.676, -4.279], [-1.306, -0.370, -4.617], [-1.937, -0.131, -5.816], [-0.235, -2.017, -2.755], [0.712, -3.082, -2.838], [0.254, -0.737, -2.187], [-1.482, -2.554, -1.778], [-2.669, -1.759, -1.857], [-3.557, -2.082, -2.781], [-4.657, -1.337, -2.793], [-4.879, -0.312, -1.882], [-3.885, -0.087, -0.948], [-2.762, -0.806, -0.952], [-2.928, -1.677, -8.556], [-2.962, -0.010, -8.202], [-2.095, -3.321, -6.995], [-0.965, -3.748, -4.852], [-1.075, 0.448, -3.948], [-2.202, 0.882, -6.094], [-5.391, -1.586, -3.551], [-5.788, 0.270, -1.893], [-3.963, 0.670, -0.177], [0.542, 4.516, -0.441], [1.511, 3.677, 0.243], [2.517, 4.348, 1.050], [1.458, 2.358, 0.182], [0.593, 1.735, -0.465], [1.056, 5.175, -1.141], [0.008, 5.126, 0.290], [-0.160, 3.888, -0.979], [3.113, 5.018, 0.428], [3.172, 3.611, 1.508], [2.031, 4.927, 1.836], [2.234, 1.836, 0.746], [-0.846, -2.521, 0.233], [0.610, -4.005, 0.071], [0.203, -5.332, 0.158], [1.162, -6.333, 0.097], [2.503, -6.003, -0.029], [2.897, -4.673, -0.100], [1.951, -3.662, -0.055], [-0.842, -5.593, 0.266], [0.857, -7.370, 0.155], [3.248, -6.787, -0.070], [3.945, -4.422, -0.200], [2.247, -2.624, -0.129]], "lowdin_charge": [0.733, -0.040, -0.260, -0.019, -0.042, -0.279, -0.056, -0.041, 0.558, -0.352, -0.288, -0.278, -0.392, -0.008, -0.051, -0.068, -0.141, 0.064, 0.080, 0.092, 0.080, 0.120, 0.115, 0.110, 0.111, 0.086, 0.115, 0.104, 0.111, 0.131, -0.300, -0.007, -0.040, -0.333, -0.051, -0.014, 0.632, -0.250, -0.430, -0.356, -0.546, 0.164, -0.086, -0.018, -0.079, 0.061, 0.106, 0.105, 0.120, 0.128, 0.120, 0.117, 0.119, 0.110, 0.122, -0.012, -0.164, -0.018, -0.286, -0.107, 0.101, 0.089, 0.091, 0.098, 0.096, 0.088, 0.126, 1.685, -0.522, -0.131, -0.068, -0.059, -0.060, -0.140, 0.099, 0.111, 0.111, 0.111, 0.073]}

---

{"formula": "C31H33B3Cl78FNO3", "method": "ωB97M-V/def2-TZVPD", "gap_ha": 0.349, "e_tot_ev": -1021814.598, "homo_ev": -9.588, "symbols": ["C", "C", "B", "O", "B", "F", "O", "B", "N", "C", "C", "C", "O", "H", "H", "H", "H", "H", "H", "H", "C", "Cl", "Cl", "Cl", "H", "C", "Cl", "Cl", "Cl", "H", "C", "Cl", "Cl", "Cl", "H", "C", "Cl", "Cl", "Cl", "H", "C", "Cl", "Cl", "Cl", "H", "C", "Cl", "Cl", "Cl", "H", "C", "Cl", "Cl", "Cl", "H", "C", "Cl", "Cl", "Cl", "H", "C", "Cl", "Cl", "Cl", "H", "C", "Cl", "Cl", "Cl", "H", "C", "Cl", "Cl", "Cl", "H", "C", "Cl", "Cl", "Cl", "H", "C", "Cl", "Cl", "Cl", "H", "C", "Cl", "Cl", "Cl", "H", "C", "Cl", "Cl", "Cl", "H", "C", "Cl", "Cl", "Cl", "H", "C", "Cl", "Cl", "Cl", "H", "C", "Cl", "Cl", "Cl", "H", "C", "Cl", "Cl", "Cl", "H", "C", "Cl", "Cl", "Cl", "H", "C", "Cl", "Cl", "Cl", "H", "C", "Cl", "Cl", "Cl", "H", "C", "Cl", "Cl", "Cl", "H", "C", "Cl", "Cl", "Cl", "H", "C", "Cl", "Cl", "Cl", "H", "C", "Cl", "Cl", "Cl", "H"], "xyz": [[4.226, -1.020, 0.481], [3.603, -0.372, -0.355], [2.563, -0.020, -1.517], [2.876, -0.175, -2.914], [2.028, -1.257, -3.313], [2.448, -2.115, -4.345], [0.811, -1.493, -2.654], [0.297, -0.265, -2.063], [-1.056, 0.247, -2.310], [-1.959, -0.432, -1.674], [-3.291, 0.332, -1.233], [-1.899, -1.970, -1.327], [1.238, 0.453, -1.242], [4.590, -1.550, 1.403], [-4.136, -0.403, -1.462], [-3.467, 1.266, -1.845], [-3.326, 0.521, -0.117], [-1.372, -2.222, -0.365], [-1.423, -2.517, -2.202], [-2.975, -2.350, -1.299], [3.345, 0.482, 4.542], [2.868, 0.553, 6.247], [4.808, -0.495, 4.341], [2.027, -0.162, 3.554], [3.560, 1.492, 4.207], [-1.681, -0.162, 4.008], [-2.279, -0.997, 5.447], [-1.533, -1.288, 2.652], [-2.744, 1.184, 3.583], [-0.695, 0.238, 4.230], [3.227, 4.907, 5.483], [3.296, 4.248, 7.121], [4.049, 3.831, 4.345], [1.549, 5.167, 4.991], [3.740, 5.865, 5.478], [5.288, -3.265, 7.231], [4.699, -4.106, 8.671], [5.433, -4.388, 5.871], [4.221, -1.919, 6.813], [6.274, -2.865, 7.449], [6.928, 1.896, -0.205], [5.682, 0.685, -0.580], [7.157, 3.004, -1.569], [6.495, 2.796, 1.256], [7.866, 1.378, -0.023], [-5.853, -4.125, -0.937], [-5.716, -3.459, -2.570], [-4.422, -3.718, 0.020], [-7.318, -3.537, -0.146], [-5.916, -5.206, -1.013], [-2.047, -6.231, -1.866], [-1.430, -5.627, -0.320], [-3.722, -6.772, -1.696], [-1.922, -4.991, -3.118], [-1.443, -7.082, -2.168], [-9.247, -6.840, 0.859], [-10.033, -8.108, -0.092], [-7.525, -6.737, 0.454], [-10.052, -5.289, 0.603], [-9.335, -7.100, 1.910], [5.813, -3.149, -4.494], [5.557, -2.728, -2.797], [6.734, -1.883, -5.315], [6.639, -4.708, -4.630], [4.842, -3.233, -4.974], [-0.445, 8.057, 6.108], [0.142, 8.635, 7.672], [-2.133, 7.544, 6.227], [-0.262, 9.308, 4.873], [0.152, 7.198, 5.815], [0.312, 3.752, -0.005], [0.894, 4.337, 1.560], [-1.395, 3.294, 0.099], [0.549, 4.989, -1.243], [0.886, 2.871, -0.282], [8.558, 2.726, -5.137], [7.705, 1.493, -6.073], [10.281, 2.723, -5.527], [7.856, 4.325, -5.430], [8.446, 2.492, -4.082], [-8.261, -8.158, -3.267], [-9.092, -9.403, -4.210], [-6.552, -8.076, -3.715], [-9.038, -6.586, -3.491], [-8.327, -8.425, -2.216], [9.788, 4.432, 0.989], [10.409, 2.792, 0.753], [10.501, 5.166, 2.430], [10.105, 5.427, -0.438], [8.712, 4.373, 1.132], [-3.415, 6.311, 1.221], [-2.830, 6.892, 2.786], [-5.106, 5.796, 1.341], [-3.231, 7.566, -0.010], [-2.817, 5.452, 0.929], [-7.685, 7.587, 4.341], [-8.493, 6.352, 3.368], [-5.957, 7.634, 3.975], [-8.422, 9.172, 4.071], [-7.805, 7.329, 5.390], [-4.861, 11.458, -0.517], [-5.378, 10.568, 0.921], [-4.713, 10.369, -1.903], [-5.991, 12.770, -0.875], [-3.886, 11.892, -0.318], [-5.178, -3.298, 5.576], [-5.777, -4.135, 7.015], [-5.027, -4.423, 4.220], [-6.240, -1.951, 5.152], [-4.193, -2.899, 5.799], [3.729, -7.943, -4.526], [3.487, -6.224, -4.193], [2.190, -8.711, -4.930], [4.899, -8.166, -5.833], [4.124, -8.415, -3.630], [-2.869, -10.406, -3.627], [-2.459, -12.125, -3.592], [-3.684, -9.929, -2.135], [-1.418, -9.425, -3.897], [-3.550, -10.234, -4.453], [3.733, 4.332, -3.624], [3.754, 5.694, -2.496], [3.452, 2.815, -2.760], [2.504, 4.574, -4.870], [4.705, 4.276, -4.108], [-4.897, -8.932, -7.112], [-4.212, -10.536, -7.406], [-4.181, -8.210, -5.665], [-4.655, -7.885, -8.513], [-5.966, -9.041, -6.945], [-1.632, 0.343, 9.512], [-1.768, 2.081, 9.802], [-3.188, -0.326, 9.004], [-0.386, 0.010, 8.302], [-1.341, -0.137, 10.442], [-4.167, 4.635, -3.135], [-4.480, 5.073, -1.452], [-3.160, 5.860, -3.919], [-3.397, 3.045, -3.232], [-5.117, 4.588, -3.659], [10.317, -4.347, -5.313], [11.041, -5.935, -5.600], [11.008, -3.601, -3.866], [10.537, -3.299, -6.719], [9.252, -4.482, -5.151], [1.664, 8.714, 0.356], [1.759, 8.023, 1.982], [2.479, 7.666, -0.812], [-0.019, 8.958, -0.113], [2.165, 9.677, 0.364]], "lowdin_charge": [-0.002, -0.132, -0.553, 0.203, -0.595, 0.165, 0.270, -0.531, 0.237, -0.298, -0.051, -0.076, 0.227, 0.074, 0.076, -0.032, 0.083, 0.079, 0.043, -0.008, -1.505, 0.486, 0.500, 0.560, -0.082, -1.532, 0.530, 0.520, 0.534, -0.030, -1.496, 0.541, 0.572, 0.555, 0.022, -1.519, 0.523, 0.519, 0.465, 0.017, -1.452, 0.705, 0.536, 0.549, -0.004, -1.553, 0.538, 0.551, 0.505, -0.076, -1.495, 0.534, 0.500, 0.570, -0.022, -1.493, 0.552, 0.544, 0.524, 0.019, -1.519, 0.564, 0.528, 0.532, 0.004, -1.555, 0.524, 0.514, 0.513, -0.067, -1.491, 0.506, 0.560, 0.519, -0.002, -1.552, 0.513, 0.529, 0.515, -0.033, -1.552, 0.530, 0.489, 0.525, -0.048, -1.559, 0.526, 0.528, 0.521, -0.045, -1.529, 0.500, 0.482, 0.472, -0.053, -1.535, 0.517, 0.488, 0.520, 0.014, -1.546, 0.510, 0.509, 0.518, 0.014, -1.562, 0.518, 0.514, 0.517, -0.049, -1.539, 0.513, 0.513, 0.523, 0.017, -1.560, 0.536, 0.508, 0.517, -0.081, -1.497, 0.479, 0.611, 0.547, 0.000, -1.507, 0.546, 0.520, 0.543, 0.015, -1.539, 0.525, 0.513, 0.496, 0.015, -1.490, 0.513, 0.529, 0.581, 0.018, -1.560, 0.518, 0.514, 0.515, -0.062, -1.513, 0.499, 0.464, 0.519, 0.017]}

---

{"formula": "C31H33N5O2PPtS2", "method": "ωB97M-V/def2-TZVPD", "gap_ha": [0.231, 0.231], "relative_energy_kj_mol": 177.4, "e_tot_ev": -78427.991, "homo_ev": [-10.407, -10.406], "total_charge": 1, "symbols": ["Pt", "O", "C", "C", "C", "C", "C", "C", "C", "N", "C", "C", "N", "H", "H", "H", "H", "H", "H", "H", "N", "C", "C", "N", "H", "H", "H", "H", "H", "H", "H", "H", "N", "P", "C", "C", "C", "C", "C", "C", "C", "C", "C", "C", "C", "C", "C", "C", "C", "C", "C", "C", "H", "H", "H", "H", "H", "H", "H", "H", "H", "H", "H", "H", "H", "H", "H", "C", "O", "C", "S", "S", "H", "H", "H"], "xyz": [[-0.065, 0.429, 0.474], [-0.475, -1.171, 1.665], [0.361, -1.570, 2.612], [0.234, -2.913, 3.011], [1.011, -3.430, 4.017], [1.951, -2.641, 4.682], [2.092, -1.328, 4.308], [1.321, -0.768, 3.276], [1.479, 0.641, 2.960], [0.882, 1.325, 1.994], [1.242, 2.656, 2.088], [2.057, 2.786, 3.154], [2.209, 1.516, 3.678], [-0.501, -3.523, 2.505], [0.888, -4.468, 4.298], [2.554, -3.054, 5.477], [2.821, -0.721, 4.831], [0.866, 3.388, 1.401], [2.535, 3.645, 3.587], [2.751, 1.270, 4.488], [-1.808, 1.360, -2.022], [-2.614, 0.195, -2.325], [-1.783, -1.070, -2.164], [-1.152, -1.167, -0.837], [-2.354, 2.192, -1.850], [-1.126, 1.564, -2.743], [-3.042, 0.196, -3.334], [-3.453, 0.173, -1.625], [-0.993, -1.089, -2.912], [-2.427, -1.938, -2.342], [-0.510, -1.953, -0.786], [-1.850, -1.345, -0.118], [0.875, 1.712, -0.606], [1.946, 1.597, -1.746], [3.454, 0.760, -1.182], [4.120, -0.225, -1.906], [5.265, -0.821, -1.390], [5.753, -0.434, -0.153], [5.103, 0.561, 0.568], [3.963, 1.154, 0.057], [2.465, 3.270, -2.169], [1.703, 4.362, -1.772], [2.104, 5.646, -2.112], [3.265, 5.839, -2.846], [4.032, 4.750, -3.243], [3.633, 3.468, -2.904], [1.508, 0.811, -3.322], [1.312, 1.555, -4.482], [0.883, 0.941, -5.651], [0.661, -0.427, -5.676], [0.855, -1.181, -4.525], [1.262, -0.563, -3.354], [3.763, -0.527, -2.881], [5.774, -1.585, -1.960], [6.645, -0.897, 0.245], [5.494, 0.877, 1.527], [3.461, 1.934, 0.619], [0.797, 4.195, -1.203], [1.511, 6.496, -1.805], [3.578, 6.841, -3.108], [4.939, 4.902, -3.811], [4.238, 2.620, -3.205], [1.494, 2.622, -4.478], [0.732, 1.531, -6.544], [0.342, -0.909, -6.590], [0.692, -2.251, -4.545], [1.403, -1.159, -2.458], [-1.769, 2.179, 4.816], [-1.472, 1.614, 3.523], [-2.470, 1.528, 2.680], [-4.028, 1.966, 2.897], [-2.242, 0.817, 1.110], [-0.828, 2.144, 5.356], [-2.531, 1.581, 5.311], [-2.117, 3.203, 4.697]], "lowdin_charge": [1.217, -0.331, -0.319, -0.004, -0.064, -0.081, -0.036, -0.085, -0.255, -0.098, -0.118, -0.049, 0.139, 0.120, 0.113, 0.108, 0.105, 0.107, 0.124, 0.154, -0.027, -0.274, -0.214, -0.068, 0.077, 0.058, 0.116, 0.103, 0.075, 0.128, 0.096, 0.040, -0.411, 0.769, -0.290, -0.076, -0.066, -0.069, -0.070, -0.084, -0.309, -0.081, -0.070, -0.069, -0.066, -0.081, -0.294, -0.066, -0.058, -0.060, -0.086, -0.140, 0.098, 0.110, 0.109, 0.106, 0.092, 0.092, 0.107, 0.109, 0.110, 0.115, 0.107, 0.112, 0.112, 0.115, 0.107, -0.056, -0.196, -1.273, 0.736, 0.736, 0.094, 0.089, 0.091]}